A cluster of 13 separate species, C57H134N6O13 in total. Source: the OMol25 dataset; level of theory: ωB97M-V/def2-TZVPD.

Summary:
**HOMO level**: -8.024 eV
**E_LUMO**: -0.08 eV
**Energy relative to the best compared isomer or geometry (same formula, charge and spin)**: 0.0 kJ/mol
**Orbital gap**: 0.29208 hartree

ORCA input file:
```
! wB97M-V def2-TZVPD RIJCOSX def2/J DEFGRID3
* xyz 0 1
C 3.34 -3.48 -3.44
O 3.04 -3.69 -4.80
H 2.64 -2.88 -2.85
H 3.29 -4.45 -2.91
H 4.35 -3.11 -3.36
H 2.17 -4.07 -4.90
C 3.25 3.10 -2.76
O 2.96 4.45 -3.14
H 2.35 2.49 -2.65
H 3.87 2.65 -3.54
H 3.78 3.12 -1.81
H 2.53 4.41 -4.00
C -2.23 2.84 -5.42
O -1.73 2.82 -6.75
H -2.14 1.89 -4.92
H -1.87 3.66 -4.79
H -3.26 3.24 -5.49
H -2.36 2.34 -7.29
O -3.51 -0.31 2.03
H -3.06 -1.12 1.78
H -4.21 -0.58 2.62
O -0.39 -2.47 -6.37
H -0.89 -3.08 -6.91
H -0.41 -1.64 -6.86
O -3.54 -1.43 -5.79
H -2.95 -2.18 -5.65
H -4.42 -1.75 -5.59
O 1.56 0.85 -5.17
H 0.73 0.78 -5.64
H 2.01 0.01 -5.33
C 4.31 -9.17 0.02
C 3.40 -8.58 1.11
C 4.09 -7.43 1.86
C 4.02 -6.07 1.18
C 2.57 -5.73 0.92
C 1.82 -6.78 0.09
N 2.13 -8.13 0.54
O 1.42 -9.15 -0.13
C 0.34 -6.44 0.14
C 2.32 -6.62 -1.38
C 3.08 -9.62 2.20
H 4.30 -8.48 -0.83
H 3.97 -10.14 -0.31
H 5.36 -9.15 0.31
H 3.59 -7.28 2.82
H 5.13 -7.71 2.04
H 4.69 -5.91 0.33
H 4.33 -5.26 1.85
H 2.55 -4.78 0.38
H 2.06 -5.55 1.87
H -0.11 -6.38 1.14
H 0.11 -5.57 -0.48
H -0.26 -7.22 -0.35
H 1.67 -5.89 -1.87
H 3.36 -6.35 -1.53
H 2.28 -7.60 -1.87
H 2.27 -9.29 2.85
H 3.96 -9.85 2.80
H 2.72 -10.55 1.75
H 0.75 -9.39 0.52
C 0.43 -2.08 0.69
C 0.28 -1.19 -0.54
C -0.31 -2.06 -1.66
C -0.74 -1.28 -2.90
C -1.68 -0.14 -2.47
C -1.19 0.71 -1.31
N -0.73 -0.18 -0.25
O -0.54 0.50 0.97
C -0.15 1.75 -1.78
C -2.40 1.50 -0.80
C 1.69 -0.70 -0.94
H 1.03 -1.61 1.47
H 0.93 -3.03 0.49
H -0.54 -2.31 1.14
H 0.41 -2.85 -1.88
H -1.20 -2.58 -1.27
H -1.26 -1.97 -3.56
H 0.11 -0.83 -3.42
H -2.66 -0.60 -2.29
H -1.88 0.44 -3.38
H 0.15 2.39 -0.95
H 0.76 1.25 -2.09
H -0.57 2.32 -2.60
H -2.86 2.00 -1.65
H -3.14 0.77 -0.43
H -2.25 2.21 0.00
H 1.75 -0.47 -2.01
H 2.45 -1.38 -0.55
H 1.89 0.25 -0.43
H -1.30 0.20 1.48
C -0.17 1.75 5.42
C -1.66 1.99 5.26
C -2.31 0.60 5.17
C -3.84 0.73 5.25
C -4.25 1.36 6.58
C -3.59 2.72 6.82
N -2.18 2.66 6.44
O -1.53 3.87 6.68
C -4.40 3.81 6.06
C -3.67 3.04 8.31
C -1.91 2.76 3.93
H 0.39 2.69 5.45
H 0.27 1.06 4.70
H 0.04 1.30 6.40
H -2.03 0.05 4.28
H -2.10 0.06 6.10
H -4.25 -0.29 5.24
H -4.22 1.27 4.39
H -4.10 0.67 7.41
H -5.33 1.51 6.53
H -5.47 3.68 6.20
H -4.03 4.78 6.38
H -4.30 3.69 4.97
H -4.64 2.77 8.73
H -2.96 2.39 8.84
H -3.46 4.08 8.52
H -1.08 2.62 3.24
H -2.01 3.84 4.10
H -2.80 2.42 3.41
H -1.82 4.52 6.02
C -7.71 0.02 0.82
C -8.10 0.98 -0.32
C -7.17 2.22 -0.27
C -5.84 1.93 -0.93
C -5.96 1.43 -2.37
C -6.82 0.17 -2.44
N -8.04 0.42 -1.66
O -9.03 -0.54 -1.90
C -7.23 -0.10 -3.89
C -6.00 -1.02 -1.92
C -9.52 1.51 -0.09
H -6.85 -0.60 0.56
H -8.53 -0.69 1.03
H -7.53 0.56 1.74
H -7.71 3.06 -0.69
H -6.96 2.40 0.78
H -5.25 1.25 -0.31
H -5.18 2.81 -0.92
H -4.94 1.18 -2.67
H -6.20 2.27 -3.03
H -7.91 -0.94 -4.01
H -7.79 0.74 -4.31
H -6.30 -0.16 -4.46
H -6.65 -1.84 -1.59
H -5.40 -1.45 -2.72
H -5.36 -0.77 -1.08
H -9.74 2.28 -0.83
H -9.60 2.02 0.88
H -10.32 0.78 -0.16
H -8.99 -1.18 -1.17
C 6.23 -0.89 -1.67
C 6.70 -1.68 -0.43
C 6.46 -3.16 -0.72
C 7.14 -4.07 0.29
C 8.62 -3.73 0.55
C 8.94 -2.22 0.66
N 8.13 -1.47 -0.30
O 8.45 -0.09 -0.21
C 8.73 -1.80 2.11
C 10.43 -2.06 0.31
C 5.83 -1.23 0.76
H 6.88 -1.18 -2.50
H 6.30 0.19 -1.59
H 5.21 -1.23 -1.89
H 5.38 -3.34 -0.74
H 6.80 -3.41 -1.74
H 7.11 -5.12 0.02
H 6.59 -3.94 1.22
H 9.23 -4.20 -0.23
H 8.87 -4.22 1.49
H 7.83 -2.23 2.56
H 9.52 -2.13 2.79
H 8.62 -0.72 2.29
H 11.05 -2.56 1.05
H 10.66 -2.47 -0.67
H 10.70 -1.00 0.30
H 4.79 -1.05 0.52
H 6.24 -0.29 1.15
H 5.98 -1.88 1.63
H 8.94 0.08 -1.02
C 0.36 7.71 -2.80
C -0.29 7.35 -1.47
C -0.96 5.96 -1.66
C -1.40 5.37 -0.34
C -0.25 5.40 0.68
C 0.38 6.77 0.92
N 0.69 7.28 -0.41
O 1.52 8.42 -0.38
C -0.55 7.67 1.74
C 1.65 6.49 1.72
C -1.46 8.35 -1.24
H 1.10 6.95 -3.11
H 0.89 8.65 -2.77
H -0.39 7.70 -3.59
H -1.80 6.12 -2.34
H -0.23 5.26 -2.08
H -1.69 4.32 -0.43
H -2.25 5.90 0.11
H 0.52 4.74 0.26
H -0.61 4.96 1.61
H -0.04 8.61 1.97
H -1.43 7.91 1.14
H -0.78 7.26 2.72
H 2.29 5.78 1.20
H 2.28 7.37 1.90
H 1.38 6.12 2.71
H -1.03 9.25 -0.78
H -2.38 7.99 -0.80
H -1.84 8.79 -2.18
H 2.40 8.08 -0.56
*
```

Mulliken atomic charge list, values in e, 99 entries: 0.0309 -0.6023 -0.0863 0.0699 0.2993 0.3117 0.0433 -0.5029 -0.2894 0.3593 0.2623 0.2822 -0.2620 -0.5617 0.0520 0.1188 0.3676 0.3196 -0.4488 0.2203 0.2150 -0.5648 0.2819 0.2911 -0.6008 0.2965 0.2960 -0.5680 0.2391 0.2910 -1.6307 1.6430 -1.6522 -0.1135 -1.0006 1.8254 0.4860 -0.4909 -1.6968 -1.7776 -2.0651 0.3956 0.2961 0.3688 0.3965 0.5638 0.0522 0.3532 -0.1922 0.5698 0.4789 0.0013 0.4579 0.4210 0.2759 0.3548 0.4382 0.3874 0.4075 0.3509 -1.9562 2.2138 -1.1542 -0.3908 0.0039 2.2086 1.0536 -0.2922 -0.2779 -1.7777 -1.6166 0.5006 0.0138 0.2362 0.0956 0.4127 0.6318 -0.2234 -0.1901 -0.8122 0.3232 -1.2879 0.4469 0.5089 0.2583 0.0648 0.0070 0.1526 0.4133 0.1509 -2.1510 1.8043 -1.1002 -0.1760 -1.5213 1.7411 0.1362 -0.4640 -1.6714


A structure of composition C57H138O41P8. Source: the OMol25 dataset; level of theory: ωB97M-V/def2-TZVPD.

Summary:
**HOMO level**: -6.800 eV
**E_LUMO**: 0.28 eV
**Orbital gap**: 0.26015 hartree

ORCA input file:
```
! wB97M-V def2-TZVPD RIJCOSX def2/J DEFGRID3
* xyz 0 1
C 3.67 -1.84 -2.36
C 3.44 -2.54 -1.02
O 2.96 -1.57 -0.10
P 2.38 -2.07 1.30
O 3.15 -3.18 1.87
O 0.87 -2.41 0.93
C 0.28 -3.45 1.73
C -1.02 -3.83 1.04
O 2.28 -0.74 2.14
C 2.98 -0.51 3.36
C 3.20 1.01 3.45
H 2.68 -1.56 -2.73
H 4.14 -0.85 -2.34
H 4.23 -2.43 -3.08
H 2.74 -3.36 -1.16
H 4.40 -2.92 -0.65
H 0.96 -4.30 1.75
H 0.12 -3.19 2.78
H -1.74 -4.34 1.68
H -1.50 -3.04 0.46
H -0.81 -4.60 0.29
H 2.30 -0.77 4.17
H 3.97 -0.97 3.37
H 3.57 1.25 4.45
H 3.89 1.31 2.66
H 2.23 1.46 3.22
C -3.76 1.50 -0.69
C -3.71 -0.02 -0.50
O -5.00 -0.59 -0.46
P -5.82 -0.73 0.92
O -6.16 0.58 1.53
O -7.02 -1.71 0.46
C -8.17 -1.09 -0.17
C -9.23 -0.72 0.87
O -4.91 -1.67 1.84
C -4.44 -1.21 3.12
C -4.19 -2.47 3.98
H -2.72 1.84 -0.61
H -4.21 1.84 -1.62
H -4.26 2.07 0.11
H -3.15 -0.41 -1.35
H -3.16 -0.23 0.42
H -7.78 -0.27 -0.78
H -8.51 -1.86 -0.86
H -9.40 -1.47 1.63
H -9.00 0.26 1.28
H -10.21 -0.65 0.38
H -3.55 -0.60 2.97
H -5.24 -0.70 3.65
H -3.30 -2.99 3.62
H -4.17 -2.22 5.04
H -5.02 -3.16 3.83
C -0.60 -0.75 4.18
C -0.19 -0.83 5.63
O 0.52 -2.06 5.84
P 1.79 -2.12 6.80
O 2.74 -1.01 6.66
O 1.03 -2.29 8.21
C 1.17 -1.31 9.22
C 2.47 -1.51 9.98
O 2.35 -3.56 6.50
C 3.43 -3.72 5.56
C 4.20 -4.94 6.04
H -1.18 -1.65 3.97
H -1.33 0.03 3.95
H 0.25 -0.70 3.50
H 0.36 0.10 5.84
H -1.01 -0.73 6.34
H 1.20 -0.28 8.83
H 0.36 -1.30 9.94
H 2.50 -0.88 10.88
H 2.67 -2.50 10.39
H 3.37 -1.28 9.41
H 3.09 -3.87 4.54
H 4.02 -2.81 5.51
H 5.26 -4.92 5.74
H 4.32 -4.92 7.12
H 3.79 -5.89 5.72
C -5.12 -4.31 -1.28
C -4.01 -3.36 -1.72
O -3.13 -4.02 -2.64
P -2.40 -3.14 -3.70
O -1.54 -2.08 -3.12
O -1.51 -4.15 -4.57
C -2.15 -5.24 -5.26
C -2.18 -6.53 -4.43
O -3.53 -2.62 -4.70
C -3.60 -1.29 -5.21
C -2.52 -1.03 -6.27
H -5.52 -5.00 -2.03
H -4.79 -5.05 -0.53
H -5.88 -3.74 -0.74
H -4.43 -2.48 -2.21
H -3.49 -2.96 -0.85
H -3.20 -5.00 -5.42
H -1.72 -5.33 -6.25
H -1.19 -6.97 -4.31
H -2.49 -6.30 -3.41
H -2.91 -7.20 -4.88
H -4.62 -1.21 -5.60
H -3.41 -0.57 -4.41
H -1.58 -1.15 -5.72
H -2.55 -1.89 -6.95
H -2.60 -0.12 -6.85
C 0.41 -10.17 -2.86
C 0.11 -8.82 -2.18
O 0.65 -7.72 -2.88
P 2.15 -7.23 -2.61
O 3.29 -7.91 -3.23
O 2.14 -7.05 -1.01
C 3.35 -6.63 -0.36
C 3.08 -6.32 1.10
O 2.14 -5.71 -3.10
C 1.07 -4.79 -2.87
C 1.10 -4.10 -1.51
H 1.39 -10.50 -2.52
H -0.28 -10.98 -2.62
H 0.37 -10.08 -3.94
H -0.96 -8.70 -1.95
H 0.42 -8.87 -1.13
H 4.12 -7.41 -0.44
H 3.72 -5.77 -0.92
H 4.01 -6.00 1.57
H 2.34 -5.52 1.20
H 2.76 -7.23 1.60
H 1.14 -4.05 -3.65
H 0.12 -5.33 -2.95
H 2.08 -3.74 -1.18
H 0.54 -3.16 -1.55
H 0.76 -4.74 -0.69
C 2.18 7.27 8.12
C 2.46 7.90 6.77
O 2.12 7.00 5.71
P 2.75 7.33 4.26
O 2.84 8.76 3.87
O 4.07 6.41 4.20
C 5.23 6.82 3.45
C 5.56 5.73 2.45
O 1.73 6.52 3.35
C 1.63 5.13 3.37
C 1.65 4.52 1.98
H 2.40 7.96 8.94
H 1.08 7.20 8.13
H 2.61 6.28 8.21
H 2.07 8.89 6.53
H 3.54 8.12 6.82
H 4.88 7.59 2.75
H 5.97 7.36 4.02
H 5.65 4.73 2.89
H 4.81 5.71 1.67
H 6.48 5.93 1.89
H 2.35 4.62 4.01
H 0.67 4.81 3.81
H 0.69 4.52 1.47
H 2.33 5.15 1.40
H 2.10 3.53 1.97
C 2.06 -1.50 -3.74
C 2.31 -1.38 -5.23
O 1.65 -0.25 -5.75
P 2.44 1.05 -6.33
O 1.49 2.15 -6.56
O 3.63 1.45 -5.34
C 3.37 2.31 -4.20
C 4.16 1.77 -3.03
O 3.22 0.46 -7.58
C 2.45 -0.06 -8.67
C 3.01 0.32 -10.03
H 1.11 -2.02 -3.57
H 2.83 -2.07 -3.22
H 1.97 -0.48 -3.37
H 3.39 -1.31 -5.39
H 1.93 -2.33 -5.63
H 3.60 3.33 -4.51
H 2.29 2.33 -4.04
H 3.61 1.80 -2.09
H 4.42 0.71 -3.09
H 5.09 2.34 -2.96
H 2.51 -1.14 -8.51
H 1.40 0.24 -8.65
H 2.37 0.15 -10.90
H 3.43 1.32 -10.01
H 3.86 -0.33 -10.26
C -1.52 1.85 -4.12
C -2.41 3.04 -4.48
O -2.17 4.02 -3.44
P -2.87 5.47 -3.49
O -4.30 5.44 -3.87
O -2.50 6.11 -2.07
C -3.02 5.52 -0.87
C -3.31 6.51 0.22
O -2.00 6.34 -4.49
C -2.48 7.59 -4.98
C -3.45 7.49 -6.15
H -0.87 1.56 -4.95
H -0.95 1.96 -3.19
H -2.08 0.94 -3.92
H -2.03 3.50 -5.39
H -3.46 2.76 -4.53
H -3.83 4.80 -1.05
H -2.26 4.79 -0.57
H -4.29 6.97 0.17
H -3.26 5.88 1.12
H -2.47 7.19 0.34
H -2.86 8.17 -4.14
H -1.61 8.19 -5.27
H -4.26 8.21 -6.18
H -2.84 7.80 -7.01
H -3.67 6.47 -6.46
C 2.57 2.08 -0.56
O 3.71 1.39 -0.99
C 4.88 1.87 -0.55
O 5.04 2.76 0.25
O 5.82 1.36 -1.34
C 7.14 1.84 -1.28
H 1.67 1.91 -1.15
H 2.65 3.17 -0.64
H 2.37 1.89 0.50
H 7.29 2.71 -1.93
H 7.83 1.08 -1.64
H 7.52 2.07 -0.28
C -5.92 2.80 3.33
O -5.22 3.58 4.32
C -3.98 3.94 4.08
O -3.38 4.00 3.02
O -3.44 4.30 5.25
C -2.09 4.75 5.28
H -6.93 2.65 3.68
H -5.51 1.80 3.38
H -5.80 3.23 2.34
H -1.98 5.53 4.52
H -1.39 3.93 5.17
H -1.89 5.37 6.15
C -1.21 2.38 1.70
O -0.68 2.09 0.40
C -0.73 0.81 0.08
O -0.77 -0.18 0.77
O -0.70 0.74 -1.25
C -0.36 -0.50 -1.82
H -2.10 1.79 1.90
H -1.38 3.42 1.95
H -0.50 2.07 2.48
H -0.50 -0.55 -2.91
H -1.10 -1.29 -1.63
H 0.63 -0.88 -1.55
*
```

Mulliken atomic charge list, values in e, 99 entries: -0.6938 0.0730 0.1184 -0.3723 -0.8264 1.5744 0.1823 -1.0740 0.0676 0.6244 -1.0173 -0.5061 -0.7703 0.6315 -0.4652 0.6449 -0.1489 0.3710 0.6991 -0.4030 0.1135 -0.5849 0.5379 0.5166 0.2654 -0.1897 -0.8027 2.3886 -0.3323 0.9228 -0.6891 -0.3855 -0.2057 -1.1673 -0.3249 0.6866 -1.5053 -0.1731 0.4561 0.2462 -1.1734 -0.2502 0.2857 0.3661 0.2864 0.2378 0.4187 -0.2988 0.2641 0.1735 0.3968 0.4431 0.5725 -0.7469 -0.2339 0.7869 -0.6815 -0.3206 -0.1420 -1.2024 -0.3662 0.4327 -1.4039 -0.2977 0.2872 -0.5944 0.3398 0.6098 0.1971 0.4279 0.3878 0.3153 0.2855 -0.0964 0.2681 0.3879 0.3904 0.3054 -1.6442 0.8969 0.0004 -0.7126 0.1433 -0.2046 -0.5461 -0.8712 -0.2014 0.1113 -0.7867 0.4163 0.3535 0.1956 0.2555 -0.4451 0.3194 0.5022 0.1140 0.1399 0.4745


The lowest orbital gap belongs to which entry?
C57H138O41P8


HOMO level of number 1 (C57H134N6O13)?
-8.024 eV